Record 1
DFT (ωB97M-V with the def2-TZVPD basis set) results for a molecular structure, C35H24F3IrN4O7SSb.

Structure (XYZ):
```
76
Properties=species:S:1:pos:R:3:forces:R:3
O 1.7891 1.4468 0.8990 0.09 -0.06 -0.18
C 0.3221 0.9588 -4.8609 0.02 -0.11 0.15
H -6.4408 1.2292 -3.5880 0.00 0.01 0.01
C 4.7125 5.2780 -0.0670 0.03 -0.02 0.00
H 3.5387 5.3583 6.0575 0.00 0.00 0.00
C -4.5423 0.2315 -3.4274 0.02 0.00 0.02
H -4.9011 0.3963 0.3619 -0.03 0.02 0.00
C 0.1283 2.3487 -4.9411 0.01 -0.04 -0.08
O 1.3453 -0.3542 -8.0939 0.10 -0.01 -0.05
C 0.7245 0.0228 -5.8980 0.09 0.11 -0.24
H 4.3881 3.6645 4.4615 -0.01 -0.02 -0.02
N -0.2682 1.0555 -2.4772 0.10 -0.27 0.05
H -0.7858 2.8860 -1.7145 0.02 -0.01 0.02
C 0.2666 -1.0195 -3.3948 -0.06 0.14 0.10
C 0.7945 -3.2460 -4.1065 -0.04 0.06 0.13
C 1.5357 5.2062 5.3230 0.00 0.03 0.02
N 0.0092 -1.4185 -2.1211 0.29 -0.58 -0.42
O 0.7986 1.6480 -7.5543 0.05 0.07 0.01
H 4.5658 -1.5719 5.6943 -0.01 0.00 0.00
F 6.4492 5.5217 -1.6128 0.00 0.00 0.01
O -0.6082 0.9074 1.2443 0.48 0.36 -0.56
C 5.4215 2.5952 0.1948 0.05 -0.07 0.03
C 0.1103 0.3696 -3.6025 -0.09 0.13 -0.13
C -4.8685 0.3880 -0.7162 0.05 0.00 -0.02
C 0.1357 -2.7263 -1.8489 -0.07 0.20 0.01
S 0.7420 0.4239 1.5836 -0.18 -0.14 0.39
H 1.1862 -1.9315 -6.5209 0.01 0.04 -0.03
C 5.7634 4.7342 -0.7813 0.03 0.00 -0.03
C 5.3339 -2.0384 3.7546 0.01 -0.03 0.02
H 0.3931 3.1786 2.8983 0.03 -0.03 -0.01
O -2.8655 -0.6732 -0.4257 -0.12 -0.28 0.32
H 0.2790 2.8770 -5.8640 0.01 0.00 -0.04
H 4.9033 -0.3078 0.9165 -0.02 0.02 0.01
C 4.0359 -0.1014 4.2063 -0.01 0.09 0.06
H 5.9815 -2.3716 1.7457 0.00 0.00 -0.01
H 3.4564 0.4988 4.8975 0.00 0.01 -0.02
C 6.1387 3.4072 -0.6658 -0.04 0.07 0.03
Sb 3.1708 1.9506 2.1975 -0.14 0.02 -0.11
C 4.8496 -0.5459 1.9709 0.00 -0.04 -0.05
F 5.9095 -3.1614 4.1874 0.00 0.00 0.00
C 0.6562 -1.8864 -4.4089 0.02 0.01 -0.11
H -0.4357 4.0928 -3.8482 -0.01 0.00 0.00
C -0.2721 3.0252 -3.8108 0.00 0.01 0.01
H 4.4667 6.3239 -0.1857 -0.01 0.00 0.00
N 0.9866 0.4789 -7.2944 -0.22 -0.07 0.13
Ir -0.4548 -0.0835 -0.8348 0.01 0.22 0.41
H -2.6797 -0.7616 -2.8622 -0.01 -0.01 -0.03
C 5.4461 -1.7133 2.4149 -0.02 0.03 0.06
H 6.9771 3.0351 -1.2373 0.00 -0.01 0.00
C 3.3344 3.9212 4.4564 0.09 0.05 -0.02
H -4.3703 0.1413 -4.4907 -0.02 0.01 0.00
H -0.4047 4.9167 4.4773 0.00 0.00 0.00
F 1.0880 6.1278 6.1787 0.00 0.00 0.00
H 5.7254 1.5625 0.2952 -0.02 0.00 0.01
C 4.3498 3.1081 0.9252 0.05 0.02 -0.11
O 1.1066 0.6126 2.9854 -0.03 -0.04 0.09
H 1.0981 -3.9528 -4.8663 0.00 0.00 -0.01
H -0.0838 -3.0120 -0.8286 0.02 -0.02 -0.01
C 0.5271 -3.6487 -2.8130 0.01 -0.04 -0.07
C -5.6857 0.8332 -2.9248 0.03 -0.02 -0.05
C 4.0068 4.4535 0.7924 -0.07 0.03 0.01
C 2.8786 4.8755 5.3511 -0.06 -0.03 -0.03
H -6.7076 1.3594 -1.1002 -0.01 0.00 -0.02
C -3.5942 -0.2731 -2.5649 -0.01 -0.04 0.04
C 4.6387 -1.2590 4.6625 0.02 0.00 -0.05
O 0.9705 -0.9164 1.0681 -0.21 0.29 -0.03
H 3.1865 4.8764 1.3609 0.00 -0.02 0.01
C 0.8852 -1.3028 -5.6957 -0.04 0.01 0.12
C 4.1595 0.2659 2.8684 -0.02 -0.18 0.03
C -0.4694 2.3625 -2.6061 -0.05 0.14 0.10
C -5.8361 0.9042 -1.5489 -0.03 0.01 0.07
N -3.7602 -0.1973 -1.2241 0.12 0.07 -0.06
H 0.6121 -4.6863 -2.5241 0.01 -0.01 -0.01
C 2.4452 3.3199 3.5707 -0.17 -0.07 0.11
C 1.0952 3.6608 3.5663 -0.04 0.03 0.05
C 0.6354 4.6239 4.4483 0.03 -0.01 0.01
```
Positions in Å, forces in eV/Å.

Summary:
Energy: -3135.79925 Ha
Relative energy (zero: lowest compared OMol25 entry of this formula, charge and spin): 52.8 kcal/mol
Largest force on an atom: 0.01588 Eh/bohr
2S+1: 1
Orbital gap (spin up / spin down): 5.6518 / 5.6525 eV
HOMO energy (spin up / spin down): -8.942 / -8.943 eV
Total charge: +1

---

Record 2
DFT (ωB97M-V with the def2-TZVPD basis set) results for a gas-phase ion, C28H22NO3 (charge +1) in a non-equilibrium geometry.

Structure (XYZ):
```
54
Properties=species:S:1:pos:R:3:forces:R:3
H 4.1956 -3.7834 3.7408 0.11 0.37 0.06
H -1.2341 3.7614 2.4489 0.03 -0.36 -0.30
C 1.5068 0.5207 2.5309 1.02 -0.26 0.95
C -2.2439 3.6018 2.0999 -3.17 2.76 -0.93
C -2.6602 1.2024 3.1822 0.50 1.34 1.66
C 5.3392 -2.1405 4.5832 -0.14 0.10 -0.09
H -2.6686 1.4684 1.3035 -1.00 2.89 0.35
C -5.3791 5.2709 1.0856 1.65 -1.00 0.84
C 5.5432 -0.7541 4.5958 -0.03 -0.12 -0.31
H 6.3300 -0.3034 5.2100 -0.26 -0.28 -0.30
C -0.7654 -0.1018 2.0506 0.04 0.61 -0.20
H 2.7123 -2.2896 2.3704 0.28 0.06 0.36
C -6.7727 3.3237 0.9442 0.71 -0.46 0.33
H 5.9847 -2.7808 5.1857 -0.25 0.14 -0.18
C -4.4683 2.9892 1.6121 1.25 1.22 0.54
C -4.3609 4.4076 1.5934 -0.54 -0.05 -1.20
O 2.8775 0.3846 2.3642 -0.43 0.36 -0.62
O -8.5211 1.6666 1.0284 0.66 1.00 -0.13
H -5.9057 1.4205 1.5359 -0.05 0.10 -0.30
C -3.0891 2.4178 1.9182 0.53 -1.93 -1.25
C -4.9065 0.3445 3.9017 0.00 -0.19 -0.54
H -2.0462 -1.4597 3.3990 -1.14 0.11 0.05
H 0.9526 -1.1905 1.3211 0.07 0.40 -0.15
C -1.1859 0.8584 2.9984 -1.40 -0.05 -1.22
C -5.4176 -2.0069 3.6043 0.54 -0.03 0.08
H -3.7072 -3.3113 3.1758 -0.26 0.59 0.43
C 4.7493 0.0699 3.7990 -0.62 -0.18 0.03
C 3.4883 -1.8804 3.0227 0.23 0.39 0.32
C -6.5712 4.6773 0.7489 0.41 1.04 -0.04
H -7.3549 5.3034 0.3341 -0.04 -0.31 0.11
C -4.0521 -2.2933 3.4221 -0.44 0.05 0.25
H 4.9165 1.1490 3.7244 -0.12 -0.42 0.15
H 1.7978 2.2896 3.7623 -0.08 -0.28 -0.13
C -3.1332 -1.2510 3.4983 0.45 -0.04 -1.16
H -6.1437 -2.8150 3.5233 0.10 0.28 0.07
H -9.4583 1.5652 0.7987 0.06 0.00 -0.03
C 0.6080 -0.3424 1.9059 -0.51 0.21 0.11
C -5.8194 -0.7070 3.9394 -0.22 -0.20 -0.05
C -5.7136 2.4771 1.3678 -1.83 -0.75 -0.33
H -5.1906 6.3276 0.9381 -0.07 -0.05 0.12
H -2.8008 2.0102 3.8959 0.45 -0.73 0.89
H -1.4890 -0.5451 1.3224 0.65 -0.02 1.07
C 4.3339 -2.7004 3.7834 -0.02 0.23 -0.02
H -0.6583 2.5627 4.1635 0.38 -0.89 0.18
H -5.1982 1.3777 4.1031 -0.12 -0.33 -0.13
C 1.0782 1.5919 3.3380 0.13 -0.84 -0.04
O -8.9874 3.6738 0.1130 1.22 -0.83 0.77
N -3.0493 4.7581 1.9188 2.14 -2.54 0.24
C -0.2702 1.6718 3.6298 0.21 1.47 -0.17
C -8.1754 2.9397 0.6505 -1.93 -0.96 -0.56
C -3.5905 0.0820 3.5075 0.12 -0.25 0.02
H -6.8708 -0.5185 4.1699 0.38 -0.02 -0.01
C 3.6759 -0.4963 3.0920 0.26 -0.24 0.16
H -2.7425 5.7480 1.9068 0.09 -1.15 0.25
```
Positions in Å, forces in eV/Å.

Summary:
Energy: -1360.34536 Ha
Largest force on an atom: 0.08370 Eh/bohr
2S+1: 1
SMILES: O=C(O)c1ccc2c(c1)[C@H]([C@@H](c1ccccc1)c1ccc(Oc3ccccc3)cc1)C=[NH+]2
Orbital gap: 5.9873 eV
HOMO energy: -10.938 eV
Total charge: +1

---

Record 3
DFT (ωB97M-V with the def2-TZVPD basis set) results for 4 unconnected molecules or ions with the total composition C10H19N4O4P2 in a non-equilibrium geometry.

Structure (XYZ):
```
39
Properties=species:S:1:pos:R:3:forces:R:3
H 3.6057 -2.0294 -1.8565 0.06 -0.15 0.10
H 0.8813 2.5832 0.6634 -0.02 -0.01 0.05
O -0.9493 -3.3449 0.3687 0.23 -0.17 0.19
H -5.9969 2.7869 -0.2213 0.00 -0.01 -0.02
C 3.1991 -1.9712 -0.8389 -0.18 -0.04 -0.08
H -0.6768 2.7138 -0.1550 0.00 -0.01 0.03
H 2.2614 -3.8566 -0.3170 -0.04 0.02 -0.14
H 2.9450 -0.9243 -0.6565 0.10 -0.08 0.01
O -2.7806 -2.9038 -0.8759 -0.59 0.05 -0.08
C 0.0975 3.2818 0.3728 0.04 -0.08 -0.24
O 1.1587 0.5042 -1.8488 0.34 -0.23 0.23
H -0.4763 0.0978 0.9177 -0.05 -0.14 -0.10
P -0.1718 -0.1036 -1.1544 -0.93 -0.10 -0.52
C 2.9245 -0.3688 2.8908 -0.14 -0.04 -0.20
N -3.9650 1.7766 -2.4417 -0.36 0.11 -0.25
H 2.0506 1.2032 3.9740 0.02 0.00 -0.02
C 1.9608 -2.8649 -0.6655 -0.09 0.34 0.03
H 3.9740 -2.2567 -0.1261 0.01 0.15 -0.08
H 1.3384 -2.4383 0.1217 0.11 -0.27 0.13
H 0.5241 4.0032 -0.3225 -0.02 0.06 0.05
N -1.3973 0.8467 -1.3275 0.19 -0.25 0.55
H 1.4056 -0.0540 -2.5966 0.05 0.11 0.01
H -4.4308 3.5482 0.1048 0.03 -0.01 -0.03
H -2.1802 0.3981 -1.7896 0.03 0.20 -0.07
C -4.4227 2.1540 -1.4611 0.19 -0.03 0.04
N 3.7124 -0.7848 2.1689 0.21 0.03 0.18
H 0.9111 0.0562 3.2531 0.03 -0.03 -0.05
O 0.3031 -0.1172 0.3887 0.43 0.37 0.25
C -1.5936 -2.9131 -0.5847 0.18 0.18 0.28
C 1.8738 0.1522 3.7520 -0.11 0.06 0.11
C -0.4459 3.9589 1.5392 0.01 0.01 0.04
P -0.5312 -2.0611 -1.9938 0.07 -0.15 -0.82
N -0.8754 4.4894 2.4635 -0.01 0.00 0.01
H 0.7991 -4.0141 -2.1033 -0.06 0.13 -0.07
H 1.6791 -2.6630 -2.8067 -0.10 -0.11 -0.03
H 1.8394 -0.4040 4.6869 0.02 -0.02 -0.01
C -4.9222 2.6183 -0.1762 -0.09 0.03 0.13
H -4.7155 1.8720 0.5890 0.03 -0.03 -0.03
C 1.0867 -2.9706 -1.9357 0.42 0.13 0.43
```
Positions in Å, forces in eV/Å.

Summary:
Energy: -1595.24053 Ha
Relative energy (zero: lowest compared OMol25 entry of this formula, charge and spin): 0.0 kcal/mol
Largest force on an atom: 0.02086 Eh/bohr
2S+1: 1
Orbital gap: 7.1289 eV
HOMO energy: -4.451 eV
Total charge: -1